1) Computed, not measured: 2 unconnected molecules or ions with the total composition CH6N2S, with ωB97M-V with the def2-TZVPD basis set.

Positions of all 10 atoms, in Å:
1 S -2.8229 -0.6738 -2.1270
2 H -3.8617 0.0158 -1.7837
3 N 1.1446 1.3002 0.9557
4 C 1.1631 -0.0651 0.6587
5 N 2.3713 -0.5581 0.5790
6 H 0.4186 1.8333 0.5033
7 H 2.1123 1.5791 0.9265
8 H 0.2663 -0.7065 0.8322
9 H 2.1736 -1.5406 0.3395
10 H -2.9651 -1.1844 -0.8841

Output
- Net charge: -1
- Spin multiplicity: 2
- LUMO energy (alpha / beta): 0.1429 / 0.1439 hartree
- Molecular weight: 78.140 g/mol

2) Computed, not measured: 2 unconnected molecules or ions with the total composition CH6N2S, with ωB97M-V with the def2-TZVPD basis set.

Positions of all 10 atoms, in Å:
1 S 0.4397 3.2541 0.0868
2 H -0.8760 3.0471 0.2642
3 N 0.6177 0.2523 0.2861
4 C -0.2286 -0.5839 -0.4115
5 N -0.2437 -1.9776 -0.1568
6 H 1.2189 -0.1636 0.9737
7 H 0.5310 1.3068 0.2180
8 H -0.9193 -0.1932 -1.1445
9 H -0.8485 -2.5643 -0.6926
10 H 0.3088 -2.3776 0.5766

Output
- Net charge: -1
- Spin multiplicity: 2
- LUMO energy (alpha / beta): 0.1501 / 0.1467 hartree
- Molecular weight: 78.140 g/mol

Among the structures above, stability is greatest for 2).